Computed, not measured: C46H41P3RuS as an isolated structure, with ωB97M-V/def2-TZVPD.

```
92
Properties=species:S:1:pos:R:3:forces:R:3
C -2.104 -3.406 -1.571 0.1 0.1 0.0
H 0.682 -2.528 1.858 0.0 0.0 0.0
H -0.708 -2.022 -3.433 0.0 -0.1 0.1
C 1.083 3.584 -2.503 0.1 0.2 0.0
C -1.410 1.582 -4.588 0.1 0.0 -0.1
H 0.189 3.779 -3.080 0.0 0.0 0.0
H 2.226 -2.773 0.004 -0.1 0.0 0.0
C 0.153 2.249 -0.693 0.4 0.3 0.1
C -5.053 -0.794 -1.160 0.1 0.0 -0.1
H -4.499 1.003 3.092 0.0 0.0 0.0
C -2.354 -2.286 -0.777 -0.3 0.0 -0.1
P -2.275 -0.538 -1.240 0.2 0.1 0.5
H 1.103 2.543 2.179 0.0 -0.1 0.0
H 4.146 1.626 5.017 0.0 0.0 0.0
H 1.745 -1.681 -1.967 0.0 0.0 0.0
C 6.038 0.048 1.394 0.0 0.0 0.1
H -2.070 -5.539 -1.681 0.0 0.0 0.0
H 0.788 1.476 -2.507 0.1 0.0 0.0
C 3.206 4.183 -1.535 0.0 -0.1 0.1
H -0.516 -1.759 4.141 0.0 0.0 0.0
C 0.557 -1.861 1.003 0.0 0.1 0.1
C -4.204 1.452 -0.920 0.0 0.0 0.1
H -2.394 1.885 -2.736 0.0 -0.1 0.0
H -1.638 2.582 -4.934 0.0 0.0 0.0
C 2.043 4.496 -2.338 -0.1 -0.1 -0.1
H -3.088 -1.635 1.149 0.0 0.0 0.0
H -3.389 2.171 -0.888 0.0 0.0 0.0
C 1.869 -1.765 0.214 0.1 0.1 0.0
C 3.456 2.930 -1.074 0.1 0.1 0.0
H 8.012 -0.741 1.129 0.0 0.0 0.0
C 1.668 1.791 2.715 -0.1 0.1 -0.2
H -2.463 -1.774 5.641 0.0 0.0 0.0
C -3.005 -3.755 1.036 0.0 0.0 0.0
C -2.537 0.405 2.469 0.1 0.1 0.1
H -0.254 -2.283 0.411 0.0 0.0 0.0
C 5.639 -0.638 -1.274 0.0 0.0 0.0
C -6.568 1.048 -0.840 0.0 0.0 0.0
C -0.490 -0.597 -4.979 0.0 0.0 0.0
C 1.159 2.244 -1.818 -0.3 -0.1 -0.3
C -2.271 -4.683 -1.051 0.0 0.0 0.0
H -2.622 1.075 1.592 0.0 -0.1 0.1
H -3.383 -3.883 2.042 0.0 0.0 0.0
H -1.800 -3.325 -2.599 0.0 0.1 -0.1
C -1.409 -0.373 2.749 0.1 -0.1 0.1
C 4.809 0.296 0.810 0.0 0.1 0.0
H 7.657 -1.348 -1.243 0.0 0.0 0.0
H -4.893 -1.853 -1.310 0.0 0.0 0.0
C 6.861 -0.891 -0.673 0.0 0.0 0.1
C -3.629 0.402 3.320 0.0 0.0 -0.1
P 3.072 0.251 -1.371 -0.2 0.2 0.3
C -3.970 0.085 -1.111 0.1 0.0 0.0
S -0.482 3.346 0.327 0.2 0.2 -0.2
C 2.115 -0.487 3.327 -0.1 0.0 0.0
C 1.384 0.437 2.564 0.0 -0.3 0.2
C 3.381 1.290 4.330 0.0 0.0 0.0
C -2.481 -1.167 4.747 0.0 -0.1 0.1
H 1.979 5.471 -2.801 0.0 0.0 0.0
C -1.385 -1.160 3.898 0.0 0.0 -0.1
H 0.027 -1.300 -5.618 0.0 0.0 0.0
H -5.669 2.988 -0.634 0.0 0.0 0.0
H 4.388 2.709 -0.570 0.0 0.0 0.0
C 2.537 1.868 -1.322 0.1 -0.3 0.0
Ru -1.073 1.084 0.118 -0.8 -0.3 -0.4
C -0.735 0.695 -5.418 0.0 0.0 0.0
H -4.440 -0.397 5.134 0.0 0.0 0.0
H 2.870 3.270 3.687 0.0 0.0 0.0
C -2.714 -4.863 0.249 0.0 0.0 0.0
P -0.014 -0.236 1.620 0.2 -0.1 0.0
H -2.854 -5.861 0.642 0.0 0.0 0.0
C 4.612 -0.048 -0.530 0.0 -0.1 -0.2
C -2.831 -2.482 0.528 0.0 0.0 0.0
H 4.016 0.769 1.379 0.0 0.0 0.0
C 7.057 -0.548 0.658 0.0 0.0 0.0
C 2.666 2.213 3.581 0.0 0.0 0.0
H 3.924 4.969 -1.340 0.0 0.0 0.0
C 3.099 -0.064 4.204 0.0 0.0 0.0
C -1.603 -0.131 -2.883 -0.2 -0.1 -0.1
C -1.830 1.177 -3.332 -0.2 0.1 0.0
H -0.420 1.005 -6.405 0.0 0.0 0.0
C -5.496 1.930 -0.780 0.0 0.0 0.0
H -7.579 1.421 -0.744 0.0 0.0 0.0
H 2.633 -1.316 0.850 0.0 0.0 0.0
C -0.925 -1.011 -3.727 0.2 0.0 0.1
C -6.344 -0.308 -1.034 0.0 0.0 0.0
C -3.594 -0.389 4.461 -0.1 0.0 0.0
H 1.915 -1.548 3.261 0.0 0.0 0.0
H 3.642 -0.792 4.792 0.0 0.0 0.0
H 0.799 -0.435 -1.185 0.0 0.0 0.0
H 5.491 -0.893 -2.316 0.0 0.0 0.0
H 6.208 0.324 2.426 0.0 0.0 0.0
C 1.738 -0.994 -1.121 0.1 0.0 0.0
H -7.180 -0.992 -1.092 0.0 0.0 0.0
```
Forces are in eV/Å.

## Properties
DFT total energy = -3293.64446 Ha
gap between HOMO and LUMO (alpha / beta) = 6.599 / 6.227 eV
<S²> = 0.76
net charge = +3
E_HOMO (alpha / beta) = -16.333 / -16.350 eV
LUMO level (alpha / beta) = -9.73 / -10.12 eV
M = 819.893 g mol⁻¹
spin multiplicity = 2


Computed, not measured: one molecule with the formula C4H6N2O, with ωB97M-V/def2-TZVPD.

```
13
Properties=species:S:1:pos:R:3:forces:R:3
C 1.365 -0.421 -0.126 -0.6 0.3 0.2
C -0.881 -0.153 -0.279 -0.1 -0.3 -0.3
O 1.067 -1.293 -1.037 -1.6 0.5 0.1
H 0.317 1.028 1.153 0.0 0.1 0.1
H 3.451 -0.562 -0.116 -0.3 -0.1 -0.2
N 2.637 -0.212 0.363 -0.1 -0.1 -0.3
H 2.782 0.666 0.848 -0.1 -0.4 -0.2
N -0.783 -1.075 -1.175 2.5 -0.2 0.3
H -3.041 -0.158 -0.686 0.4 0.0 0.1
H -2.563 0.143 0.994 0.0 0.2 -0.1
H -2.329 1.409 -0.262 0.0 -0.1 0.2
C 0.279 0.290 0.372 -0.1 0.2 0.2
C -2.299 0.337 -0.049 0.1 0.0 0.0
```
Forces are in eV/Å.

## Properties
DFT total energy = -340.69458 Ha
gap between HOMO and LUMO = 8.557 eV
E_HOMO = -8.327 eV
LUMO level = 0.23 eV
M = 98.105 g mol⁻¹
spin multiplicity = 1


Computed, not measured: C40H49FHfN3OP2Si as an isolated structure, with ωB97M-V/def2-TZVPD.

```
98
Properties=species:S:1:pos:R:3:forces:R:3
C 0.808 -2.240 4.648 0.0 0.0 0.0
H -5.475 -1.521 -1.049 0.0 0.0 0.0
H 2.077 4.663 6.252 0.0 0.0 0.0
C 3.344 2.604 1.672 0.0 0.0 0.0
H 2.048 2.451 7.340 0.0 0.0 0.0
H -2.806 2.028 4.390 0.0 0.0 0.0
C -1.424 -1.648 2.676 0.0 0.0 -0.1
C 1.182 -1.917 0.254 0.1 0.1 0.0
H -1.250 0.124 6.260 0.0 0.0 0.0
H 3.673 -3.804 0.228 0.0 0.0 0.0
H 4.778 5.764 -0.012 0.0 0.0 0.0
C 4.434 3.248 2.233 0.0 0.0 0.0
H 4.098 1.743 -1.276 0.0 0.0 0.0
C 2.862 -3.590 0.923 0.0 0.0 0.0
C -2.593 3.999 3.572 0.0 0.0 0.0
H -1.953 -1.472 6.034 0.0 0.0 0.0
H 2.831 -0.979 2.437 0.0 0.0 0.0
C -1.659 -0.557 5.513 0.0 0.0 0.0
C -1.039 2.881 -1.541 0.0 0.0 0.0
C 4.947 4.386 1.625 0.0 0.0 0.0
C 0.290 3.429 -1.002 0.0 0.0 0.0
H -2.415 5.835 2.477 0.0 0.0 0.0
C 3.412 1.129 -1.845 0.0 0.0 0.0
C -0.844 -2.448 -0.976 0.0 0.0 0.0
C 0.782 1.533 4.341 0.0 0.0 -0.1
H -0.886 -2.434 2.146 0.0 0.0 0.0
H 2.942 1.720 2.163 0.0 0.0 0.0
C -5.804 0.247 -2.218 0.0 0.0 0.0
H -2.572 -0.114 5.111 0.0 0.0 0.0
N 2.367 -2.216 0.774 0.0 0.0 0.0
H 0.117 0.323 -2.079 0.0 0.0 0.0
H 2.341 -3.298 -1.587 0.0 0.0 0.0
C 4.374 4.878 0.459 0.0 0.0 0.0
C 3.025 -0.440 -3.629 0.0 0.0 0.0
Si -0.449 -0.968 4.172 0.0 0.0 0.0
N 0.295 0.503 3.508 0.0 0.0 0.0
C 1.287 -3.555 -1.569 0.0 0.0 0.0
C -3.899 -0.088 -0.800 0.0 0.0 0.0
C -5.325 1.500 -2.580 0.0 0.0 0.0
H -0.942 -1.713 -1.778 0.0 0.0 0.0
H 3.124 -0.255 0.825 0.0 0.0 0.0
H -2.325 -2.102 3.102 0.0 0.0 0.0
H 0.830 3.917 -1.815 0.0 0.0 0.0
C -4.137 1.971 -2.047 0.0 0.0 0.0
O 0.602 -0.808 0.646 0.0 -0.1 0.0
C -2.417 4.754 2.416 0.0 0.0 0.0
H 1.495 -2.445 3.823 0.0 0.0 0.0
C -2.283 2.750 1.092 0.0 0.0 0.0
H 0.879 -3.390 -2.565 0.0 0.0 0.0
H -1.687 3.717 -1.811 0.0 0.0 0.0
C 1.179 0.338 -2.303 0.0 0.0 0.0
H -0.881 2.307 -2.456 0.0 0.0 0.0
C 2.048 1.139 -1.555 0.0 0.0 0.0
C 1.664 -0.437 -3.342 0.0 0.0 0.0
H 1.403 -1.930 5.509 0.0 0.0 0.0
C 2.766 3.087 0.497 0.0 0.0 0.0
H 3.404 -1.040 -4.446 0.0 0.0 0.0
C -2.251 4.138 1.183 0.0 0.0 0.0
C 1.277 3.944 4.399 0.0 0.0 0.0
C 3.163 -1.169 1.414 0.0 0.0 0.0
P -1.910 1.757 -0.387 0.0 0.0 0.0
C 1.240 1.422 5.651 0.0 0.0 0.0
H -2.669 0.917 2.194 0.0 0.0 -0.1
F 0.376 2.829 2.450 0.0 0.0 0.0
H -1.400 -2.117 -0.106 0.0 0.0 0.0
H -1.855 -0.982 1.902 0.0 0.0 0.0
H -6.736 -0.112 -2.634 0.0 0.0 0.0
H 1.251 0.459 6.147 0.0 0.0 0.0
N 0.562 -2.672 -0.643 0.0 0.0 0.0
H -3.340 -0.714 -0.112 0.0 0.0 0.0
H 3.237 -3.698 1.940 0.0 0.0 0.0
H 5.798 4.893 2.062 0.0 0.0 0.0
H 0.121 4.182 -0.229 0.0 0.0 0.0
H 4.198 -1.504 1.440 0.0 0.0 0.0
C 0.831 2.801 3.800 0.0 0.0 0.0
H 4.879 2.869 3.143 0.0 0.0 0.0
H -2.121 4.747 0.297 0.0 0.0 0.0
H 4.953 0.336 -3.103 0.0 0.0 0.0
C -5.096 -0.547 -1.327 0.0 0.0 0.0
C -3.418 1.172 -1.155 0.0 0.0 0.0
C -2.474 1.994 2.262 0.0 0.0 0.1
C 3.896 0.335 -2.877 0.0 0.0 0.0
H 0.317 -3.178 4.916 0.0 0.0 0.0
H 0.983 -1.027 -3.943 0.0 0.0 0.0
H -5.883 2.113 -3.274 0.0 0.0 0.0
C 1.716 3.799 5.712 0.0 0.0 0.0
H 2.055 -4.301 0.780 0.0 0.0 0.0
H 1.287 4.893 3.880 0.0 0.0 0.0
Hf -0.147 0.794 1.542 0.0 0.2 0.1
H -3.783 2.955 -2.328 0.0 0.0 0.0
H 2.863 4.619 -1.027 0.0 0.0 0.0
C 3.287 4.232 -0.109 0.0 0.0 0.0
H -2.718 4.493 4.526 0.0 0.0 0.0
C 1.696 2.551 6.322 0.0 0.0 0.0
H 1.158 -4.604 -1.308 0.0 0.0 0.0
H -1.265 -3.392 -1.314 0.0 0.0 0.0
P 1.395 2.182 -0.228 0.0 0.0 -0.1
C -2.633 2.616 3.499 0.0 0.0 0.0
```
Forces are in eV/Å.

## Properties
DFT total energy = -2912.52223 Ha
gap between HOMO and LUMO = 6.838 eV
net charge = +3
E_HOMO = -15.992 eV
LUMO level = -9.15 eV
M = 875.374 g mol⁻¹
spin multiplicity = 1


Computed, not measured: one molecule with the formula C23H21FN2O3, with ωB97M-V/def2-TZVPD.

```
50
Properties=species:S:1:pos:R:3:forces:R:3
O -1.212 4.776 1.008 -0.5 -3.2 -3.9
H 1.036 -4.727 1.359 -0.2 0.9 -0.8
H -2.085 3.070 2.867 0.4 -0.2 -0.7
H 1.444 -0.776 -2.775 0.9 -0.2 0.5
H 1.049 5.232 -0.867 0.3 -0.1 -0.2
C 0.439 -2.465 -0.488 -0.4 -0.9 -0.9
F 4.416 -1.462 5.134 0.3 0.5 1.3
H -1.152 0.173 -6.022 -0.1 0.4 0.4
H -2.296 1.450 2.587 -0.1 -0.2 -0.4
H -1.552 -2.086 2.028 -0.8 -0.4 2.5
C -1.427 -1.190 0.077 2.1 -3.7 -0.5
H 5.031 -2.234 2.965 -0.8 -0.6 -0.3
O -1.102 3.776 -1.190 -1.3 -0.5 3.9
C 1.221 -2.586 3.756 4.7 -0.4 -1.2
C 3.094 -3.010 2.193 -1.5 0.6 1.7
C -2.032 -0.553 -4.180 2.0 -0.2 0.8
C -1.005 -0.103 -4.980 1.4 -1.0 1.0
C 0.467 -0.816 -3.186 0.5 0.5 0.0
C -0.488 -1.626 -1.013 -0.4 1.3 2.4
H -2.990 -0.464 -4.485 -3.1 0.2 -1.2
N -1.745 2.259 2.340 0.0 1.5 -2.5
C -1.667 2.440 0.870 -0.6 -4.0 -1.2
H 0.251 -2.648 4.063 -2.7 -0.3 0.2
C -1.095 -2.094 1.119 1.7 1.4 -4.0
H 0.876 6.130 -2.357 0.1 1.0 -0.4
H 3.397 -3.373 1.271 0.8 -0.6 -1.6
C -1.797 1.290 0.007 0.2 2.8 0.1
C 0.608 5.228 -1.866 1.7 -1.7 -0.2
C -1.327 3.786 0.213 1.0 1.9 2.8
C 0.678 -3.745 1.735 -0.4 -0.6 -0.3
C -1.841 -1.093 -2.911 -0.6 -0.4 -0.3
H 1.188 -3.007 -1.062 -0.1 0.1 0.5
H 1.029 0.231 -5.048 1.6 0.1 -0.1
H 1.740 -1.760 5.631 0.1 0.0 0.5
C -0.586 -1.279 -2.374 -0.2 2.1 -2.5
C 3.960 -2.475 3.128 1.1 1.3 1.1
H -2.703 -1.449 -2.345 0.1 0.2 -0.1
N 0.043 -2.804 0.755 -1.4 -1.1 2.8
H -1.302 5.893 -1.152 0.3 -1.0 0.0
H -0.048 -4.107 2.513 0.1 0.8 -1.2
C 3.507 -2.020 4.374 -2.4 -1.6 -2.2
O -3.237 -0.152 1.200 1.7 -0.3 -1.9
C 1.744 -3.055 2.503 -1.2 0.0 2.0
H 1.030 4.376 -2.505 -0.4 1.1 1.1
C -2.294 -0.069 0.364 -1.4 1.4 3.3
H -1.307 5.091 -2.737 0.1 -0.3 0.9
C 0.312 -0.217 -4.423 -3.2 -0.4 -0.5
C -0.842 5.047 -1.717 -1.4 1.9 -1.7
H -1.543 1.357 -1.086 -0.1 0.5 1.2
C 2.115 -2.163 4.709 2.0 1.5 0.0
```
Forces are in eV/Å.

## Properties
DFT total energy = -1324.02575 Ha
gap between HOMO and LUMO = 7.855 eV
E_HOMO = -8.219 eV
LUMO level = -0.36 eV
SMILES = CCOC(=O)/C(N)=C/C(=O)c1cn(Cc2ccc(F)cc2)cc1-c1ccccc1
M = 392.430 g mol⁻¹
spin multiplicity = 1